No. 1
# C30H43B2Br2N2O14PS

C30H43B2Br2N2O14PS as an isolated structure at a distorted geometry (ωB97M-V with the def2-TZVPD basis set, the OMol25 dataset).

Geometry as XYZ:
```
95
Properties=species:S:1:pos:R:3:mulliken_charge:R:1
C 0.892 -0.096 -2.227 -0.154
C -0.311 0.073 -2.141 -0.740
N -1.682 0.648 -2.113 1.108
C -2.455 0.628 -3.404 -0.070
C -1.625 0.323 -4.709 -0.335
O -2.651 -0.088 -5.695 -0.345
C -2.065 -1.019 -6.592 0.170
O -2.593 -2.080 -6.855 -0.437
C -1.620 2.032 -1.456 -1.199
C -1.214 3.303 -2.275 -1.152
Br 0.330 3.061 -3.552 -0.025
C -2.293 4.169 -3.047 -0.127
C -3.801 4.129 -2.593 -0.904
Br -2.308 3.874 -5.049 -0.078
C -1.155 1.898 0.117 1.219
C 0.391 2.249 0.180 -1.432
O 0.644 3.467 0.969 -0.277
C 2.055 3.534 1.141 0.719
C 2.976 4.434 0.210 -1.084
O 2.623 2.865 1.986 -0.449
B -1.884 3.085 1.006 0.145
O -2.564 4.158 0.291 -0.338
C -2.049 3.227 2.583 -0.390
C -1.008 2.613 3.587 -0.756
C -1.637 0.375 0.474 2.036
C -0.646 -0.653 1.114 -1.287
C 0.180 -0.274 2.409 0.696
C 1.405 -1.328 2.497 -0.978
C 1.100 -2.588 3.430 -0.291
C 1.822 -2.301 4.839 -1.245
O -2.937 0.638 1.127 -0.385
C -3.022 0.109 2.383 0.469
N -3.157 -0.397 3.419 -0.578
C -2.225 -0.231 -0.985 -0.523
S -4.117 -0.262 -0.815 -0.253
P -1.949 -2.152 -1.186 0.249
C -3.461 -3.046 -0.423 -1.354
C -1.945 -2.738 -2.961 -0.428
C -0.411 -3.104 -3.347 -0.913
H 1.975 -0.210 -2.513 0.390
H -3.284 -0.157 -3.418 0.675
H -3.048 1.598 -3.495 0.011
H -1.114 1.206 -5.184 0.290
H -0.932 -0.568 -4.648 -0.033
H -1.078 -0.815 -7.126 0.385
H -2.740 2.168 -1.252 0.064
H -0.745 4.016 -1.515 0.430
H -1.967 5.260 -2.974 0.543
H -3.952 4.847 -1.731 0.231
H -4.425 4.547 -3.451 0.479
H -4.227 3.100 -2.375 0.122
H 1.061 1.382 0.504 0.495
H 0.851 2.508 -0.839 0.197
H 2.296 5.129 -0.379 0.259
H 3.683 5.025 0.874 0.360
H 3.630 3.822 -0.478 0.290
H -2.037 4.961 0.481 0.283
H -3.077 2.789 2.847 0.266
H -2.154 4.335 2.857 0.504
H -1.270 1.548 3.901 0.146
H 0.081 2.652 3.313 0.084
H -1.093 3.205 4.564 0.436
H -1.186 -1.612 1.430 0.253
H 0.119 -0.999 0.341 0.266
H 0.652 0.741 2.453 -0.576
H -0.453 -0.454 3.324 0.456
H 2.259 -0.754 2.994 0.455
H 1.804 -1.607 1.467 0.242
H 1.556 -3.511 2.915 0.271
H -0.021 -2.681 3.542 0.407
H 2.906 -1.995 4.660 0.243
H 1.814 -3.271 5.426 0.326
H 1.264 -1.476 5.371 0.392
H -4.573 1.035 -1.066 0.167
H -4.349 -3.079 -1.116 0.365
H -3.685 -2.703 0.627 0.376
H -3.102 -4.128 -0.326 0.488
H -2.460 -2.116 -3.740 0.369
H -2.475 -3.751 -2.974 0.559
H 0.268 -2.909 -2.451 0.227
H -0.326 -4.207 -3.603 0.341
H -0.019 -2.500 -4.216 0.205
B 5.998 -4.072 2.665 1.050
O 6.873 -3.393 3.639 -0.463
C 7.615 -2.516 2.962 0.598
O 8.438 -1.793 3.459 -0.600
C 7.262 -2.579 1.525 0.591
O 7.747 -1.917 0.644 -0.614
O 6.310 -3.494 1.344 -0.459
O 6.228 -5.529 2.673 -0.551
C 5.070 -6.113 2.983 0.185
O 4.909 -7.301 3.076 -0.595
C 4.037 -5.073 3.190 0.783
O 2.882 -5.260 3.480 -0.632
O 4.575 -3.870 3.004 -0.317
```

Its charge is 0. The HOMO-LUMO gap comes out at 7.12 eV. As for the LUMO energy: -1.63 eV.


No. 2
# C30H43BrCl2NPRu

C30H43BrCl2NPRu as an isolated structure at a distorted geometry (ωB97M-V with the def2-TZVPD basis set, the OMol25 dataset).

Geometry as XYZ:
```
79
Properties=species:S:1:pos:R:3:mulliken_spin:R:1
P 0.113 -0.663 -0.623 0.007
C 1.654 -0.090 -1.637 -0.024
C 1.836 -0.483 -3.121 0.002
C 3.209 -0.067 -3.649 0.000
C 3.535 1.410 -3.381 0.000
C 3.180 1.881 -1.966 -0.001
C 1.791 1.429 -1.525 0.018
C -1.316 0.169 -1.622 -0.060
C -1.188 0.295 -3.152 0.001
C -2.463 0.835 -3.797 0.000
C -2.934 2.140 -3.145 0.000
C -2.921 2.118 -1.613 0.002
C -1.647 1.528 -1.009 0.033
C -0.073 -2.312 -1.495 0.053
C 1.140 -3.224 -1.259 0.008
C 1.037 -4.622 -1.916 0.000
C -0.300 -5.327 -1.658 0.000
C -1.506 -4.432 -1.960 -0.002
C -1.420 -3.030 -1.303 -0.001
H 2.430 -0.598 -1.040 -0.014
H 1.083 0.036 -3.725 0.001
H 1.686 -1.554 -3.309 0.000
H 3.248 -0.268 -4.728 0.000
H 3.967 -0.694 -3.166 0.000
H 4.604 1.569 -3.550 0.000
H 3.010 2.035 -4.115 0.000
H 3.909 1.470 -1.260 0.001
H 3.227 2.972 -1.908 0.000
H 1.582 1.765 -0.501 0.001
H 1.030 1.889 -2.175 0.003
H -2.118 -0.551 -1.394 -0.020
H -3.255 0.080 -3.729 0.000
H -0.922 -0.658 -3.636 0.000
H -0.383 1.009 -3.374 0.000
H -2.267 1.002 -4.864 0.000
H -3.945 2.368 -3.496 0.000
H -2.298 2.959 -3.501 0.000
H -3.047 3.134 -1.230 0.001
H -3.775 1.528 -1.265 0.000
H -1.740 1.420 0.081 0.009
H -0.800 2.209 -1.181 0.001
H -0.057 -1.956 -2.539 -0.003
H 2.056 -2.754 -1.638 0.000
H 1.313 -3.367 -0.185 -0.001
H 1.174 -4.518 -3.004 0.000
H 1.862 -5.251 -1.546 0.000
H -0.345 -5.638 -0.607 0.000
H -0.358 -6.237 -2.268 0.000
H -2.430 -4.927 -1.620 0.000
H -1.592 -4.310 -3.051 0.000
H -2.235 -2.439 -1.740 0.000
H -1.667 -3.128 -0.239 0.002
Ru -0.052 0.009 2.659 2.747
Cl -2.189 -0.564 2.090 0.133
Cl 2.158 0.192 2.266 0.164
C -0.385 1.464 3.716 0.671
H -0.652 1.237 4.774 0.058
C -0.460 2.924 3.434 -0.217
C -1.124 3.866 4.260 0.153
C -1.274 5.170 3.800 -0.086
C -0.735 5.551 2.555 0.164
C 0.003 4.627 1.775 -0.091
C 0.151 3.327 2.248 0.182
H -1.490 3.563 5.240 0.002
H -1.815 5.920 4.397 -0.003
H 0.452 4.921 0.821 -0.003
H 0.768 2.598 1.718 0.017
H -0.882 6.579 2.178 0.012
Br -1.986 -3.647 6.872 0.003
C -0.643 -2.380 6.330 0.002
C 0.427 -2.086 7.171 -0.005
C 1.367 -1.129 6.753 0.017
C 1.193 -0.548 5.503 -0.017
N 0.226 -0.921 4.648 0.093
C -0.746 -1.754 5.081 -0.010
H 0.509 -2.594 8.127 0.000
H 2.209 -0.845 7.384 0.001
H 1.868 0.253 5.143 -0.005
H -1.569 -1.883 4.394 0.000
```

Its charge is 0. The HOMO-LUMO gap (spin up / spin down) comes out at 6.00 / 6.73 eV. As for the spin multiplicity: 5. As for the LUMO energy (spin up / spin down): -0.40 / -1.66 eV.


No. 3
# C30H43BrN2P2Zn

C30H43BrN2P2Zn as an isolated structure at a distorted geometry (ωB97M-V with the def2-TZVPD basis set, the OMol25 dataset).

Geometry as XYZ:
```
79
Properties=species:S:1:pos:R:3:mulliken_charge:R:1
C 4.355 -0.329 -3.710 -0.282
C 3.057 -0.222 -4.275 0.771
C 2.979 -0.266 -5.673 -0.394
C 4.097 -0.663 -6.425 -0.382
N 5.281 -0.881 -5.852 -0.475
C 5.428 -0.735 -4.524 -0.450
C 1.854 -0.137 -3.450 0.566
C 1.524 0.242 -2.236 -0.455
C 1.758 1.101 -1.096 0.557
C 1.274 0.725 0.176 -0.217
C 0.884 1.685 1.084 -0.443
C 1.162 3.054 0.841 0.116
C 1.960 3.402 -0.273 -0.587
C 2.205 2.451 -1.265 -0.351
Zn -0.116 -0.260 -3.200 -0.018
P -0.971 -1.913 1.746 0.769
H 2.036 -0.100 -6.186 0.430
H 4.536 -0.200 -2.643 0.437
H 4.011 -0.834 -7.492 0.388
H 6.405 -0.979 -4.109 0.387
H 2.683 2.708 -2.221 0.535
H 1.104 -0.326 0.467 0.468
H 2.324 4.423 -0.389 0.442
H 0.370 1.360 1.989 0.793
C -2.472 -1.516 2.768 -0.780
C -3.724 -2.383 2.630 -1.077
H -2.706 -0.461 2.532 0.385
H -2.109 -1.534 3.812 0.494
H -4.461 -2.051 3.373 0.426
H -4.183 -2.282 1.639 0.100
H -3.517 -3.441 2.823 0.229
C -1.586 -2.969 0.325 -0.301
C -0.409 -3.454 -0.542 -1.370
H -2.295 -2.365 -0.271 0.016
H -2.131 -3.813 0.774 0.575
H -0.782 -3.752 -1.533 0.418
H 0.345 -2.662 -0.696 0.095
H 0.085 -4.334 -0.099 0.282
C -0.229 -3.222 2.806 -0.720
C -1.027 -4.500 3.014 -1.337
H -0.041 -2.734 3.770 0.476
H 0.750 -3.441 2.363 0.371
H -0.436 -5.207 3.607 0.419
H -1.955 -4.325 3.565 0.241
H -1.269 -5.005 2.076 0.294
Br 0.367 4.336 1.896 0.037
P -2.448 1.663 -2.037 -0.179
C -2.714 -0.029 -1.446 0.120
C -4.186 -0.200 -1.034 -1.378
H -2.015 -0.114 -0.600 0.000
H -2.417 -0.675 -2.295 0.455
H -4.363 -1.191 -0.606 0.356
H -4.514 0.522 -0.273 0.320
H -4.864 -0.107 -1.882 0.421
C -2.384 2.477 -0.362 0.764
C -2.948 3.876 -0.597 -1.300
H -1.334 2.529 -0.026 -0.701
H -2.947 1.901 0.392 0.293
H -2.906 4.502 0.301 0.405
H -2.400 4.369 -1.412 0.274
H -3.987 3.770 -0.919 0.386
C -0.819 2.392 -2.491 1.584
C -0.821 2.726 -3.983 -1.284
H -0.180 1.561 -2.156 -2.153
H -0.554 3.282 -1.906 0.550
H 0.185 2.977 -4.344 0.381
H -1.191 1.879 -4.574 0.327
H -1.512 3.580 -4.085 0.395
C 2.995 0.661 5.889 -0.190
C 3.016 -0.490 5.098 -0.807
C 2.144 -0.560 3.990 -0.152
N 1.242 0.390 3.751 -0.053
C 1.234 1.498 4.482 0.074
C 2.108 1.688 5.568 -0.827
H 3.674 0.755 6.741 0.383
H 3.682 -1.331 5.293 0.394
H 2.192 -1.407 3.296 0.412
H 0.537 2.289 4.203 0.442
H 2.078 2.626 6.108 0.411
```

Its charge is +2. The HOMO-LUMO gap comes out at 3.43 eV. As for the LUMO energy: -9.46 eV.